(1)
C16H24N2O3S2 as an isolated structure in a non-equilibrium geometry, computed with wB97M-V/def2-TZVPD.

HOMO energy: -8.38 eV
relative energy (zero: lowest compared OMol25 entry of this formula, charge and spin): 1667.3 kJ/mol
orbital gap: 8.403 eV

```
! RIJCOSX wB97M-V def2-TZVPD def2/J DEFGRID3
* xyz 0 1
O -0.810 -1.412 -0.630
C -1.064 -0.324 -0.325
N -2.283 0.257 -0.673
C -2.992 1.359 -0.204
H -2.261 1.978 -0.168
H -3.763 1.668 -0.920
C -3.957 1.076 1.270
C -4.940 0.118 0.874
C -4.352 -1.276 0.813
H -3.337 -1.360 1.484
C -4.055 -1.579 -0.495
H -3.450 -2.554 -0.548
C -3.296 -0.900 -1.506
H -2.696 -1.133 -2.118
H -4.077 -0.117 -2.020
H -4.991 -2.118 -0.881
H -4.941 -2.189 1.416
H -5.582 0.095 1.971
H -5.460 0.383 0.071
H -3.227 1.016 2.051
H -4.406 2.148 1.240
C -0.424 0.686 0.662
H -0.917 1.267 1.278
C 0.655 -0.172 1.485
C 1.795 -0.672 0.181
N 2.501 0.155 -0.461
S 3.600 0.899 0.262
O 3.454 1.357 1.654
O 3.661 2.247 -0.393
C 5.052 0.037 0.043
C 5.893 0.274 -1.126
C 6.861 -0.847 -1.148
C 6.797 -1.592 0.083
S 5.394 -1.334 1.018
H 7.356 -2.523 0.351
H 7.715 -0.714 -1.717
H 5.815 0.921 -2.009
C 1.459 0.856 -1.009
C 0.415 1.617 -0.402
H 0.850 2.435 0.287
H -0.189 2.024 -0.907
H 1.883 1.615 -1.648
H 0.874 0.056 -1.888
H 2.533 -1.418 1.071
H 1.253 -1.558 -0.280
H 0.367 -1.085 1.844
H 1.287 0.333 2.070
*
```

(2)
One molecule with the formula C16H24N2O4, computed with wB97M-V/def2-TZVPD.

HOMO energy: -9.44 eV
relative energy (zero: lowest compared OMol25 entry of this formula, charge and spin): 157.2 kJ/mol
SMILES: CCOCCNC(=O)c1ccccc1C(=O)NCCOCC
orbital gap: 10.191 eV

```
! RIJCOSX wB97M-V def2-TZVPD def2/J DEFGRID3
* xyz 0 1
C -5.377 -0.770 -0.928
C -4.054 -0.638 -0.190
O -3.935 -1.732 0.702
C -2.930 -1.613 1.668
C -1.494 -1.598 1.111
N -1.026 -0.265 0.809
C -0.691 0.147 -0.434
O -0.775 -0.561 -1.420
C -0.238 1.573 -0.482
C -0.882 2.466 -1.328
C -0.507 3.798 -1.348
C 0.510 4.246 -0.520
C 1.168 3.358 0.313
C 0.810 2.017 0.327
C 1.558 1.054 1.198
O 1.709 1.215 2.395
N 2.030 -0.011 0.523
C 2.790 -1.075 1.131
C 3.889 -1.517 0.154
O 3.426 -1.665 -1.166
C 2.903 -2.927 -1.537
C 1.445 -3.164 -1.151
H -6.203 -0.755 -0.222
H -5.401 -1.712 -1.468
H -5.492 0.049 -1.633
H -3.226 -0.640 -0.911
H -4.024 0.307 0.375
H -3.058 -2.490 2.307
H -3.085 -0.706 2.277
H -1.457 -2.174 0.183
H -0.823 -2.051 1.847
H -0.920 0.372 1.584
H -1.680 2.106 -1.960
H -1.014 4.488 -2.005
H 0.795 5.287 -0.529
H 1.968 3.692 0.957
H 1.924 -0.086 -0.480
H 2.127 -1.914 1.373
H 3.226 -0.701 2.060
H 4.651 -0.733 0.100
H 4.358 -2.443 0.514
H 2.990 -2.940 -2.628
H 3.538 -3.725 -1.127
H 0.827 -2.324 -1.461
H 1.333 -3.312 -0.080
H 1.088 -4.058 -1.656
*
```

(3)
One molecule with the formula C16H24N2O4, computed with wB97M-V/def2-TZVPD.

HOMO energy: -9.32 eV
relative energy (zero: lowest compared OMol25 entry of this formula, charge and spin): 158.5 kJ/mol
SMILES: COCCCNC(=O)c1cccc(C(=O)NCCCOC)c1
orbital gap: 9.995 eV

```
! RIJCOSX wB97M-V def2-TZVPD def2/J DEFGRID3
* xyz 0 1
C -1.549 -2.808 0.742
O -2.320 -2.629 -0.427
C -3.630 -3.155 -0.357
C -4.639 -2.250 0.361
C -4.915 -0.959 -0.417
N -3.721 -0.159 -0.536
C -3.576 1.034 0.076
O -4.499 1.630 0.604
C -2.190 1.599 0.040
C -2.034 2.974 0.188
C -0.771 3.535 0.226
C 0.355 2.735 0.120
C 0.214 1.358 -0.027
C 1.364 0.406 -0.105
O 1.270 -0.746 0.277
N 2.491 0.908 -0.657
C 3.716 0.155 -0.780
C 4.868 0.835 -0.039
C 6.159 0.034 -0.173
O 5.995 -1.207 0.471
C 7.128 -2.028 0.382
C -1.059 0.800 -0.057
H -1.967 -2.262 1.595
H -1.481 -3.871 1.002
H -0.553 -2.424 0.526
H -3.608 -4.140 0.130
H -3.941 -3.291 -1.398
H -5.573 -2.801 0.479
H -4.267 -1.997 1.355
H -5.661 -0.351 0.102
H -5.289 -1.205 -1.418
H -2.914 -0.652 -0.889
H -2.919 3.585 0.285
H -0.659 4.602 0.351
H 1.334 3.187 0.192
H 2.496 1.857 -0.995
H 3.531 -0.830 -0.349
H 3.973 0.040 -1.839
H 4.615 0.916 1.019
H 5.033 1.837 -0.440
H 6.400 -0.122 -1.237
H 6.995 0.589 0.284
H 7.374 -2.258 -0.663
H 8.001 -1.557 0.851
H 6.886 -2.949 0.908
H -1.120 -0.274 -0.133
*
```

(4)
An isolated ion of composition C16H24N3 and charge +1 in a non-equilibrium geometry, computed with wB97M-V/def2-TZVPD.

HOMO energy: -12.25 eV
relative energy (zero: lowest compared OMol25 entry of this formula, charge and spin): 99.0 kJ/mol
SMILES: CCN(CC)C1=NC(=[N+](CC)CC)c2ccccc21
orbital gap: 7.736 eV

```
! RIJCOSX wB97M-V def2-TZVPD def2/J DEFGRID3
* xyz 1 1
C -0.969 -1.818 3.318
C 0.505 -1.379 3.268
N 0.600 0.041 2.960
C 0.752 0.904 4.132
C 2.205 1.353 4.226
C 0.508 0.484 1.610
N 0.528 -0.358 0.580
C 0.542 0.439 -0.575
N 0.641 -0.179 -1.736
C 0.511 -1.677 -1.742
C -0.911 -2.133 -2.077
C 0.634 0.482 -3.066
C 2.061 0.936 -3.387
C 0.544 1.839 -0.261
C 0.438 3.049 -1.026
C 0.309 4.265 -0.392
C 0.182 4.333 1.013
C 0.257 3.165 1.796
C 0.434 1.895 1.150
H -1.468 -1.570 2.387
H -1.561 -1.338 4.140
H -0.988 -2.895 3.417
H 0.948 -1.630 4.231
H 1.018 -1.983 2.521
H 0.041 1.753 4.168
H 0.485 0.377 5.068
H 2.393 2.072 3.438
H 2.875 0.465 4.119
H 2.378 1.792 5.222
H 0.845 -2.137 -0.802
H 1.202 -2.086 -2.491
H -1.622 -1.573 -1.472
H -1.106 -1.943 -3.114
H -1.033 -3.209 -1.933
H -0.098 1.292 -3.065
H 0.303 -0.288 -3.795
H 2.752 0.093 -3.330
H 2.162 1.384 -4.354
H 2.416 1.682 -2.655
H 0.427 3.055 -2.117
H 0.298 5.185 -1.003
H 0.112 5.313 1.515
H 0.203 3.304 2.872
*
```

(5)
C16H24N3O3ReSe2Te2 as an isolated structure, computed with wB97M-V/def2-TZVPD.

HOMO energy (alpha / beta): -4.19 / -4.38 eV
relative energy (zero: lowest compared OMol25 entry of this formula, charge and spin): 29.9 kJ/mol
orbital gap (alpha / beta): 6.303 / 6.556 eV

```
! RIJCOSX wB97M-V def2-TZVPD def2/J DEFGRID3
* xyz -1 2
Re 0.560 -0.417 0.734
N -3.032 -1.823 -0.538
C -2.548 -0.488 -0.928
C -2.509 0.416 0.292
O -3.495 1.119 0.535
N -1.429 0.340 1.097
C -1.538 1.194 2.267
C -0.380 0.937 3.196
O -0.419 1.261 4.367
O 0.688 0.455 2.605
H -2.976 -2.458 -1.325
H -4.011 -1.759 -0.282
H -3.197 0.000 -1.659
H -1.555 -0.582 -1.352
H -2.484 1.059 2.786
H -1.492 2.252 1.973
Se 3.058 -0.578 1.187
Te 2.906 1.680 -1.898
Te 4.032 1.637 0.543
Se 0.570 1.344 -0.917
C 3.065 -4.580 3.205
C 1.840 -3.856 2.704
C 0.813 -3.483 3.598
C -0.313 -2.822 3.169
C -1.424 -2.445 4.109
C -0.432 -2.496 1.799
C 0.628 -2.772 0.924
C 1.748 -3.503 1.383
N 0.571 -2.069 -0.310
C 1.023 -2.684 -1.581
C 0.271 -2.027 -2.738
C 0.682 -4.174 -1.557
C 2.521 -2.474 -1.802
H 3.012 -4.747 4.281
H 3.963 -3.997 2.996
H 3.174 -5.549 2.715
H 0.916 -3.729 4.649
H -1.254 -2.852 5.106
H -2.386 -2.807 3.740
H -1.489 -1.360 4.201
H -1.376 -2.171 1.381
H 2.564 -3.729 0.710
H -0.795 -2.258 -2.696
H 0.664 -2.402 -3.685
H 0.397 -0.946 -2.706
H -0.359 -4.317 -1.256
H 1.318 -4.724 -0.863
H 0.818 -4.595 -2.554
H 2.748 -1.410 -1.870
H 2.816 -2.957 -2.739
H 3.125 -2.885 -0.994
*
```

(6)
One molecule with the formula C16H24N6O2 in a non-equilibrium geometry, computed with wB97M-V/def2-TZVPD.

HOMO energy: -8.55 eV
relative energy (zero: lowest compared OMol25 entry of this formula, charge and spin): 14.7 kJ/mol
SMILES: COc1ccccc1CNC(=O)Cn1nnnc1CN(C)C(C)C
orbital gap: 9.316 eV

```
! RIJCOSX wB97M-V def2-TZVPD def2/J DEFGRID3
* xyz 0 1
C 2.281 -2.599 0.611
O 1.323 -2.115 -0.304
C 0.760 -2.974 -1.204
C 1.118 -4.308 -1.346
C 0.482 -5.102 -2.287
C -0.513 -4.579 -3.089
C -0.873 -3.248 -2.949
C -0.249 -2.434 -2.020
C -0.617 -0.982 -1.882
N -0.978 -0.667 -0.515
C -1.930 0.202 -0.172
O -2.662 0.797 -0.933
C -2.017 0.397 1.362
N -0.721 0.667 1.904
N 0.119 -0.329 2.221
N 1.214 0.195 2.584
N 1.158 1.516 2.527
C -0.042 1.832 2.089
C -0.592 3.195 1.814
N 0.271 4.098 1.092
C 1.471 4.447 1.825
C 0.481 3.822 -0.324
C -0.833 3.956 -1.099
C 1.155 2.482 -0.646
H 1.886 -3.433 1.196
H 3.199 -2.906 0.101
H 2.490 -1.764 1.279
H 1.894 -4.736 -0.732
H 0.773 -6.137 -2.386
H -1.009 -5.199 -3.819
H -1.650 -2.831 -3.573
H -1.466 -0.725 -2.518
H 0.243 -0.364 -2.177
H -0.368 -1.066 0.191
H -2.705 1.214 1.582
H -2.388 -0.527 1.814
H -1.526 3.095 1.257
H -0.818 3.665 2.781
H 1.175 4.864 2.788
H 2.011 5.212 1.270
H 2.137 3.597 2.011
H 1.148 4.623 -0.663
H -1.467 3.079 -0.986
H -0.618 4.070 -2.158
H -1.376 4.833 -0.758
H 1.463 2.470 -1.689
H 0.467 1.654 -0.492
H 2.035 2.329 -0.025
*
```

(7)
A 4-piece molecular cluster, C16H24O12 overall in a non-equilibrium geometry, computed with wB97M-V/def2-TZVPD.

HOMO energy: -9.92 eV
relative energy (zero: lowest compared OMol25 entry of this formula, charge and spin): 858.2 kJ/mol
SMILES: C[C@H]1COC(=O)O1.C[C@H]1COC(=O)O1.C[C@H]1COC(=O)O1.C[C@H]1COC(=O)O1
orbital gap: 9.896 eV

```
! RIJCOSX wB97M-V def2-TZVPD def2/J DEFGRID3
* xyz 0 1
C -0.651 1.177 0.902
C 0.545 1.420 -0.186
C 0.179 1.667 -1.640
O 0.543 3.008 -1.794
C 1.251 3.463 -0.652
O 1.732 4.563 -0.526
O 1.131 2.592 0.334
H -1.491 1.867 0.970
H -0.095 0.844 1.778
H -1.028 0.162 0.774
H 1.337 0.682 -0.052
H -0.894 1.701 -1.828
H 0.677 1.027 -2.369
C 1.644 -0.450 1.536
C 1.171 -0.311 2.976
C -0.077 -1.197 3.356
O 0.338 -1.771 4.590
C 1.587 -1.524 4.874
O 2.262 -2.017 5.806
O 2.170 -0.940 3.827
H 1.826 -1.516 1.399
H 2.518 0.119 1.219
H 0.849 -0.089 0.883
H 1.129 0.737 3.272
H -0.194 -1.875 2.510
H -0.929 -0.565 3.608
C 1.713 -3.685 -0.915
C 2.060 -2.215 -0.511
C 3.007 -1.318 -1.341
O 2.170 -0.681 -2.224
C 0.918 -0.745 -1.728
O -0.053 -0.242 -2.267
O 0.904 -1.544 -0.708
H 2.493 -4.369 -0.580
H 1.696 -3.724 -2.004
H 0.707 -3.962 -0.599
H 2.306 -2.120 0.547
H 3.716 -1.968 -1.853
H 3.624 -0.807 -0.602
C -2.602 -0.137 -1.025
C -2.678 1.075 -1.872
C -4.181 1.158 -2.470
O -4.594 2.423 -1.866
C -3.699 2.915 -1.148
O -3.815 4.025 -0.573
O -2.590 2.128 -1.008
H -2.584 -0.986 -1.709
H -3.456 -0.306 -0.369
H -1.644 -0.223 -0.513
H -1.891 1.025 -2.626
H -4.730 0.314 -2.052
H -4.327 1.198 -3.550
*
```

(8)
C16H25ClNO5P2STl as an isolated structure in a non-equilibrium geometry, computed with wB97M-V/def2-TZVPD.

HOMO energy: -14.66 eV
orbital gap: 6.672 eV

```
! RIJCOSX wB97M-V def2-TZVPD def2/J DEFGRID3
* xyz 2 1
C 3.825 -0.700 -3.172
C 2.582 -0.132 -3.289
H 4.585 -0.236 -3.843
H 3.683 -1.813 -3.263
H 4.150 -0.528 -2.085
O 1.541 0.420 -3.424
Cl 3.060 -1.720 -0.652
Tl 0.497 -0.583 -0.315
P -0.351 -2.335 -2.065
C -1.626 -1.758 -3.228
C 0.827 -3.229 -3.141
H 0.363 -4.176 -3.456
H -1.400 -4.476 -1.760
H 1.758 -3.444 -2.600
H -0.500 -3.967 -0.288
H -1.193 -1.064 -3.963
H 1.076 -2.645 -4.039
C -1.178 -3.634 -1.088
H -2.041 -2.639 -3.743
H -2.095 -3.279 -0.596
H -2.419 -1.246 -2.665
P 2.008 1.621 0.219
C 1.430 3.315 -0.106
C 1.976 1.582 2.049
H 4.298 0.816 0.070
H 4.223 2.547 0.558
H 3.955 2.077 -1.152
C 3.799 1.778 -0.106
H 2.011 0.546 2.418
H 2.836 2.147 2.437
H 2.037 4.001 0.505
H 0.365 3.413 0.149
H 1.037 2.039 2.388
H 1.577 3.536 -1.171
C -1.125 1.362 -1.790
O -1.794 2.012 -2.447
O -1.684 2.106 0.337
C -1.815 1.167 1.176
N -1.228 -0.043 1.049
S -1.459 -1.114 2.325
O -2.080 -2.297 1.768
O -0.190 -1.263 3.012
C -2.495 0.009 3.133
C -3.182 -0.181 4.309
C -3.975 0.872 4.829
C -4.057 2.097 4.104
C -3.385 2.238 2.904
C -2.597 1.199 2.432
H -3.046 -1.168 4.727
H -4.495 0.699 5.765
H -4.651 2.921 4.490
H -3.437 3.153 2.296
*
```

(9)
C16H25CoF4N6O2 as an isolated structure in a non-equilibrium geometry, computed with wB97M-V/def2-TZVPD.

HOMO energy (alpha / beta): -14.45 / -15.01 eV
orbital gap (alpha / beta): 9.420 / 7.036 eV

```
! RIJCOSX wB97M-V def2-TZVPD def2/J DEFGRID3
* xyz 2 5
Co 0.514 1.667 -0.736
C 0.488 4.422 -1.997
N 1.037 3.059 -2.211
C 0.476 2.494 -3.468
C 2.520 3.120 -2.286
C 3.169 1.768 -2.002
N 2.525 1.208 -0.822
C 3.016 0.200 -0.116
C 2.305 -0.201 1.056
F 1.232 0.517 1.417
C 2.679 -1.256 1.819
F 1.960 -1.576 2.887
C 3.818 -1.990 1.492
C 4.549 -1.632 0.372
F 5.626 -2.320 0.041
C 4.179 -0.569 -0.415
F 4.889 -0.294 -1.485
H 0.814 5.100 -2.790
H 0.830 4.820 -1.041
H -0.602 4.388 -2.005
H 0.698 3.146 -4.317
H -0.606 2.403 -3.380
H 0.892 1.505 -3.659
H 2.858 3.838 -1.540
H 2.829 3.484 -3.268
H 4.238 1.905 -1.869
H 3.041 1.078 -2.841
H 4.133 -2.826 2.106
N -1.470 1.556 0.120
C -2.094 0.298 -0.384
C -3.235 -0.269 0.455
C -3.030 -0.362 1.968
C -1.991 -1.409 2.395
N -2.155 -2.683 1.700
C -2.898 -3.707 2.086
N -3.478 -3.740 3.288
N -3.073 -4.734 1.248
C -0.961 -0.700 -0.709
O -1.057 -1.892 -0.422
O 0.049 -0.148 -1.295
H -1.359 1.519 1.127
H -2.086 2.343 -0.056
H -2.506 0.546 -1.362
H -3.433 -1.264 0.063
H -4.134 0.317 0.261
H -3.995 -0.609 2.414
H -2.750 0.606 2.397
H -2.028 -1.563 3.472
H -0.978 -1.071 2.177
H -1.864 -2.661 0.719
H -3.332 -3.010 3.960
H -3.978 -4.555 3.598
H -2.659 -4.722 0.332
H -3.609 -5.543 1.507
*
```

(10)
A 4-piece molecular cluster, C16H25F5N4O11 overall in a non-equilibrium geometry, computed with wB97M-V/def2-TZVPD.

HOMO energy: -6.10 eV
orbital gap: 5.097 eV

```
! RIJCOSX wB97M-V def2-TZVPD def2/J DEFGRID3
* xyz 0 1
C 1.950 3.372 1.284
C 0.570 2.907 1.052
O -0.286 3.574 0.519
O 0.228 1.599 1.407
C 1.186 0.730 0.847
C 0.520 -0.309 -0.018
N -0.153 -1.474 0.554
C 0.746 -2.338 1.250
O 1.291 -2.145 2.294
F 0.910 -3.463 0.585
C -1.332 -1.171 1.315
O -2.426 -1.519 0.939
F -1.173 -0.514 2.444
C -0.336 0.476 -1.057
N 0.607 0.406 -2.208
C 0.226 0.899 -3.567
C 1.360 1.777 -4.060
O 2.445 0.952 -4.417
C 3.625 1.196 -3.677
C 4.595 0.088 -4.043
F 5.515 -0.076 -3.109
F 5.193 0.345 -5.199
F 3.952 -1.083 -4.178
C 1.100 -1.003 -2.060
O 1.608 -0.908 -0.770
H 2.693 2.619 1.056
H 2.076 3.717 2.307
H 2.103 4.232 0.663
H 1.791 1.305 0.144
H 1.862 0.316 1.587
H -1.341 0.095 -1.197
H -0.435 1.538 -0.857
H 1.430 0.930 -1.897
H -0.723 1.411 -3.574
H 0.231 0.035 -4.217
H 1.658 2.504 -3.303
H 1.053 2.357 -4.922
H 4.109 2.124 -3.963
H 3.490 1.188 -2.596
H 0.180 -1.587 -2.030
H 1.755 -1.381 -2.829
O 4.118 3.448 -0.308
H 4.892 3.470 0.269
C -4.182 -4.435 -1.189
O -5.196 -3.828 -1.476
N -3.514 -4.235 -0.011
N -3.622 -5.368 -2.023
H -2.676 -4.722 0.241
H -3.895 -3.558 0.622
H -4.088 -5.540 -2.894
H -2.790 -5.881 -1.806
C -2.501 0.169 5.532
C -3.971 0.311 5.205
O -4.460 1.069 6.312
C -3.417 1.760 6.844
O -3.519 2.604 7.665
O -2.243 1.345 6.302
H -1.871 0.142 4.650
H -2.292 -0.708 6.148
H -4.142 0.876 4.286
H -4.486 -0.644 5.134
*
```